# 1
This record from OMol25 describes a molecular structure, C19H26N7O4PdS3. The level of theory is the ωB97M-V functional and the def2-TZVPD basis.

XYZ file:
```
60
C19H26N7O4PdS3 (the ωB97M-V functional and the def2-TZVPD basis)
Pd 1.9934 1.6288 0.1787
C 0.0526 -1.5650 2.6808
C 0.6415 -0.2878 2.1764
N 1.8379 -0.0733 1.8142
N 2.7539 -1.0517 1.6088
C 3.8139 -0.7631 0.8089
N 4.6952 -1.7511 0.6552
S 4.1178 0.7180 0.0184
C -0.2309 0.9250 2.0533
C -1.3510 1.0696 2.8543
C -2.1712 2.1762 2.6954
C -1.8627 3.1033 1.7184
C -0.7272 2.9013 0.9507
N 0.0723 1.8490 1.1116
H 0.5656 -2.4438 2.2947
H -0.9860 -1.6569 2.3653
H 0.0912 -1.5822 3.7728
H 2.4930 -2.0224 1.7468
H 4.6797 -2.5759 1.2327
H 5.4622 -1.6267 0.0166
H -1.5796 0.3201 3.5990
H -3.0420 2.3023 3.3250
H -2.4759 3.9761 1.5476
H -0.4367 3.5986 0.1764
C -5.1835 -0.3221 0.2157
C -3.9443 -1.1363 -0.0275
C -4.0382 -2.4942 -0.3329
C -2.9061 -3.2474 -0.5990
C -1.6574 -2.6419 -0.5411
C -1.5380 -1.3011 -0.2102
C -2.6802 -0.5551 0.0301
S -0.2162 -3.5884 -0.9420
O 0.8358 -3.1497 -0.0614
O -0.6198 -4.9580 -1.0016
N 0.2440 -3.1646 -2.4468
C 1.0454 -1.9770 -2.7127
C 0.2749 -0.6670 -2.9244
C 0.7684 0.4586 -2.0310
O 0.6304 1.6466 -2.3543
O 1.3109 0.0602 -0.9280
H -5.8742 -0.8459 0.8767
H -5.7109 -0.1345 -0.7213
H -4.9458 0.6437 0.6618
H -5.0125 -2.9660 -0.3713
H -2.9811 -4.2980 -0.8430
H -0.5550 -0.8430 -0.1447
H -2.5899 0.5001 0.2629
H -0.3685 -3.5211 -3.1666
H 1.6731 -2.1973 -3.5754
H 1.7061 -1.8672 -1.8549
H -0.7830 -0.7920 -2.6798
H 0.3059 -0.3233 -3.9574
N 2.3388 3.9300 -1.7900
C 2.9747 4.3840 -0.7139
N 3.8464 5.3804 -0.9290
S 2.7635 3.7226 0.8518
H 2.5711 4.3043 -2.6966
H 1.6655 3.1607 -1.7812
H 3.8780 5.8697 -1.8065
H 4.3647 5.7615 -0.1564
```

The HOMO energy is -11.178 eV. As for the HOMO-LUMO gap: 0.2962 Ha. Its net charge is +1. The value obtained for the total energy is -2746.19557 Eh. The relative energy (zero: lowest compared OMol25 entry of this formula, charge and spin) comes out at 64.9 kJ/mol.


# 2
This record from OMol25 describes C19H26O3Si in the gas phase in a non-equilibrium geometry. The level of theory is the ωB97M-V functional and the def2-TZVPD basis.

XYZ file:
```
49
C19H26O3Si (the ωB97M-V functional and the def2-TZVPD basis)
C -5.4700 -5.5802 3.7184
O -5.0527 -4.8076 2.5904
C -3.7184 -4.2878 2.6149
C -2.5490 -4.8794 3.1866
C -1.3189 -4.3138 3.0169
C -1.1030 -3.1414 2.2477
C 0.1827 -2.4701 2.0194
C 0.2566 -1.4672 1.0497
C 1.5478 -0.8288 0.5801
C 2.6647 -0.6757 1.6955
C 1.3127 0.5546 0.0627
O 0.8592 1.4220 0.7785
O 1.5352 0.6550 -1.2872
C 1.1873 1.8956 -1.9128
C 2.5055 2.5698 -2.2655
Si 2.0392 4.2314 -2.9192
C 0.9441 5.3809 -1.9355
C 3.5441 5.2283 -3.3783
C 1.1552 3.8614 -4.6188
C -0.9253 -1.0156 0.3727
C -2.0824 -1.6331 0.5474
C -2.2635 -2.6460 1.4884
C -3.5021 -3.2409 1.7345
H -4.5996 -6.2268 4.0249
H -6.2822 -6.1983 3.5359
H -5.6085 -4.9762 4.6130
H -2.6298 -5.7235 3.8646
H -0.5136 -4.6324 3.6558
H 1.0518 -2.7074 2.5518
H 2.0391 -1.3853 -0.2438
H 3.4391 0.1605 1.5462
H 3.1629 -1.6001 1.8977
H 2.1467 -0.3943 2.5878
H 0.6412 2.4997 -1.2012
H 0.4874 1.6973 -2.7482
H 3.1875 2.0057 -2.8916
H 3.0124 2.7896 -1.3242
H 0.0208 5.0087 -1.6168
H 0.8006 6.2513 -2.5379
H 1.5658 5.5712 -1.0169
H 4.3011 4.5944 -3.9112
H 4.0148 5.5438 -2.4607
H 3.2660 6.0546 -3.9816
H 0.2322 3.3755 -4.4047
H 1.7034 3.1074 -5.2211
H 1.0194 4.7644 -5.1938
H -0.7511 -0.1408 -0.2752
H -2.9847 -1.3035 0.0548
H -4.4715 -2.9472 1.3100
```

The HOMO energy is -8.041 eV. The SMILES is COc1ccc2cc([C@H](C)C(=O)OCC[Si](C)(C)C)ccc2c1. As for the HOMO-LUMO gap: 0.3173 Ha. The value obtained for the total energy is -1254.78847 Eh. The relative energy (zero: lowest compared OMol25 entry of this formula, charge and spin) comes out at 0.0 kJ/mol.


# 3
This record from OMol25 describes a molecular structure, C19H27CoN7O6 in a non-equilibrium geometry. The level of theory is the ωB97M-V functional and the def2-TZVPD basis.

XYZ file:
```
60
C19H27CoN7O6 (the ωB97M-V functional and the def2-TZVPD basis)
O 2.1810 -0.8819 -4.7597
H 1.3804 -0.4610 -4.3595
Co -0.2898 -0.0754 -0.6957
N -0.2971 1.4375 0.3533
N 1.5298 0.4404 -1.0337
N -1.2487 -0.9998 0.5573
N 0.2872 -1.8744 -1.1167
O -1.1623 1.8107 1.2555
O -1.7823 -0.5581 1.6978
O 1.4457 -2.3594 -1.5346
O 2.5706 -0.2337 -1.3786
C 1.7930 1.7186 -0.6474
C 0.7178 2.2977 0.0612
C -1.4532 -2.3137 0.2859
C -0.5328 -2.8380 -0.6512
C 0.6986 3.6263 0.6898
H 1.0016 3.5351 1.7430
H -0.2986 4.0684 0.6221
H 1.3985 4.2929 0.1827
C 3.1512 2.2776 -0.8253
H 3.3346 2.5827 -1.8645
H 3.9176 1.5420 -0.5497
H 3.2589 3.1591 -0.1868
C -2.4109 -3.0688 1.1014
C -0.2595 -4.2759 -0.8908
H -3.0808 -2.3708 1.6034
H -1.8843 -3.6736 1.8457
H -3.0108 -3.7476 0.4878
H 0.3144 -4.4437 -1.8094
H -1.2076 -4.8169 -0.9612
H 0.2985 -4.7078 -0.0478
H -1.5962 0.5072 1.6049
H 2.0607 -1.4723 -1.5416
C -1.5984 0.4188 -1.7479
H -1.6738 1.5094 -1.7892
H -2.5865 0.0508 -1.4838
H -1.3558 0.0046 -2.7403
O -3.0919 3.9766 0.5454
H -3.8344 3.7307 -0.0352
H -2.6451 3.1379 0.7778
N -0.1293 0.9592 10.5291
C 0.0861 0.6743 9.4142
C 0.3476 0.3252 8.0429
C -0.2193 1.0820 7.0082
C 0.0175 0.7395 5.6750
C 0.8330 -0.3654 5.3774
C 1.4085 -1.1221 6.4088
C 1.1652 -0.7711 7.7404
N 1.0724 -0.7188 4.0382
C 1.8559 -1.7722 3.5658
C 1.8095 -1.7025 2.1898
N 1.0154 -0.6555 1.8081
C 0.5936 -0.0636 2.9127
H -0.8487 1.9397 7.2483
H -0.4324 1.3295 4.8780
H 2.0412 -1.9807 6.1831
H 1.6131 -1.3537 8.5467
H 2.3851 -2.4485 4.2152
H 2.2960 -2.3401 1.4660
H -0.0128 0.8292 2.9843
```

The HOMO energy (spin up / spin down) is -10.870 / -11.597 eV. As for the HOMO-LUMO gap (spin up / spin down): 0.2175 / 0.1964 Ha. Its net charge is +1. The value obtained for the total energy is -2957.03669 Eh. As for the spin multiplicity: 5.


# 4
This record from OMol25 describes a molecular structure, C19H27CuF3N5S3. The level of theory is the ωB97M-V functional and the def2-TZVPD basis.

XYZ file:
```
58
C19H27CuF3N5S3 (the ωB97M-V functional and the def2-TZVPD basis)
Cu 0.0541 0.0827 -0.2013
C -1.4181 2.1735 -1.5429
C 1.0356 2.9624 -1.7516
S 1.7933 1.3192 -1.7538
C 3.0429 1.5332 -0.4509
C 2.5168 1.9816 0.9051
S 1.5852 0.6482 1.6965
C 0.5636 1.5432 2.9006
C -0.3801 2.6198 2.3776
S -1.7028 2.0531 1.2869
H -1.1775 1.5105 -2.3695
H -2.4173 2.5882 -1.5969
H 1.7855 3.6081 -1.3013
H 0.9386 3.2616 -2.7962
H 3.7713 2.2582 -0.8156
H 3.5497 0.5690 -0.3781
H 1.8649 2.8472 0.7928
H 3.3531 2.2571 1.5477
H 1.2329 1.9695 3.6500
H -0.0092 0.7488 3.3810
H 0.1482 3.4251 1.8660
H -0.8807 3.0704 3.2364
C -3.0442 -2.5969 2.4342
N -1.9176 -3.2642 1.7995
C -1.5489 -4.5937 2.2689
C -1.0999 -2.5293 0.9982
N -1.2417 -1.2797 0.7377
N -0.0442 -3.2563 0.4452
C 0.8589 -2.8541 -0.5217
N 1.6150 -3.8754 -1.0036
N 0.9736 -1.6308 -0.8902
H -3.7165 -3.3517 2.8313
H -3.6067 -2.0160 1.7041
H -2.7293 -1.9400 3.2501
H -2.2983 -4.9282 2.9788
H -0.5857 -4.5968 2.7862
H -1.5359 -5.3243 1.4557
H -2.0192 -0.8465 1.2169
H 0.0122 -4.2231 0.7096
H 1.3760 -4.8375 -0.8456
H 2.2752 -3.6884 -1.7368
H 1.6352 -1.5042 -1.6468
F -1.5990 9.3698 -0.8151
C -1.7632 8.5720 0.2547
F -0.9759 9.0661 1.2273
F -3.0321 8.7061 0.6624
C -1.4106 7.1459 -0.0646
C -2.3569 6.1363 -0.0173
C -1.9997 4.8350 -0.3301
C -0.6930 4.4977 -0.6925
C 0.2382 5.5400 -0.7448
C -0.1114 6.8438 -0.4338
C -0.3101 3.0784 -1.0429
C -0.7843 1.8835 -0.2188
H -3.3770 6.3614 0.2601
H -2.7688 4.0803 -0.2846
H 1.2624 5.3687 -1.0384
H 0.6329 7.6279 -0.4854
```

The HOMO energy (spin up / spin down) is -9.825 / -10.554 eV. As for the HOMO-LUMO gap (spin up / spin down): 0.2768 / 0.2724 Ha. Its net charge is +1. The value obtained for the total energy is -4148.45510 Eh. The relative energy (zero: lowest compared OMol25 entry of this formula, charge and spin) comes out at 16.8 kJ/mol. As for the spin multiplicity: 2.